Entry 1:
{"formula": "C18H31N5O3S", "method": "ωB97M-V/def2-TZVPD", "elements": ["C", "H", "C", "O", "H", "C", "H", "H", "H", "C", "C", "H", "H", "C", "C", "C", "H", "H", "H", "C", "H", "N", "C", "N", "H", "H", "H", "H", "H", "C", "C", "H", "C", "C", "H", "H", "H", "O", "C", "N", "N", "H", "S", "C", "H", "C", "H", "O", "H", "H", "H", "H", "H", "H", "C", "H", "H", "N"], "xyz": [[0.61226, 0.38293, -4.24881], [-1.32310, 2.43938, -2.55470], [1.34111, 0.21594, -2.91789], [-1.07892, -0.03336, 0.46280], [-4.67642, 3.93885, -3.25254], [-4.43889, 1.80729, -3.22914], [-3.51127, -2.62467, -3.33444], [1.93398, 0.80485, 3.50887], [0.10027, -1.32381, -2.44450], [1.78977, -0.25594, 1.62276], [-3.08883, 3.44228, -1.87096], [-2.61182, 4.42339, -1.85984], [-4.69418, -0.69779, -2.28197], [1.56266, 0.45335, -5.40225], [-0.10368, 0.61200, 0.12236], [1.32641, 0.08972, 0.17648], [-0.11234, -0.41842, -4.40452], [0.46741, 1.17809, 2.60475], [-2.30371, -1.53188, -4.01363], [1.75093, 1.47364, -6.29128], [-0.01009, -1.31817, 2.24894], [0.88576, -0.78164, -2.12950], [-2.99708, -1.67543, -3.18256], [-3.40754, 0.78723, -3.05883], [1.27721, -2.38442, 1.67820], [0.63132, 2.38415, -0.68630], [-2.42999, -1.76187, -2.25500], [2.49573, -1.35074, -0.92800], [0.03932, 1.31063, -4.19359], [1.06766, -1.46522, 2.22815], [-2.70160, 0.97475, -1.79588], [1.23037, 2.41908, -6.28253], [1.53453, 0.97114, 2.50672], [-2.05155, 2.34829, -1.73968], [-3.37400, 0.86814, -0.92760], [-3.20730, 3.37452, -4.02895], [3.66598, -0.65749, 2.62405], [-1.36831, 2.53784, -0.49114], [1.44574, -1.07660, -0.81453], [-0.18471, 1.83308, -0.46816], [3.23454, 0.07435, -7.15584], [3.85087, 0.28685, 1.14323], [2.64090, -0.77944, -5.84626], [-4.00931, -0.54084, -3.13251], [1.41642, -1.61962, 3.25145], [3.29813, -0.53545, 1.60353], [-3.77121, 3.39022, -1.01762], [2.25817, 0.95179, -2.59843], [2.01932, 1.86137, 2.09786], [-4.62050, -0.57306, -4.03740], [-5.22080, 1.70014, -2.45545], [-1.93313, 0.21140, -1.68980], [1.99228, 0.87904, -0.17787], [3.53992, -1.45108, 1.06193], [-3.86338, 3.21567, -3.16876], [0.90822, -1.94473, -0.43685], [-4.92055, 1.64429, -4.19549], [2.68436, 1.23222, -7.24884]], "forces_ev_per_a": [[-0.053, -0.054, -0.002], [0.027, 0.004, 0.028], [0.029, 0.112, 0.018], [0.189, 0.082, 0.150], [0.000, -0.004, 0.008], [0.027, -0.006, -0.008], [-0.005, -0.001, -0.002], [0.001, -0.013, -0.009], [-0.026, 0.003, 0.002], [0.009, 0.019, -0.015], [-0.007, -0.058, -0.058], [0.002, -0.006, 0.012], [-0.011, -0.011, 0.013], [0.121, -0.011, -0.012], [0.014, -0.231, -0.119], [0.004, -0.017, 0.128], [0.001, -0.011, 0.008], [-0.019, -0.008, -0.012], [0.009, 0.021, -0.012], [-0.077, -0.100, 0.166], [-0.026, 0.017, -0.020], [-0.034, -0.072, 0.071], [0.004, 0.026, -0.012], [0.030, 0.068, -0.011], [0.018, -0.001, -0.018], [0.008, -0.012, 0.050], [-0.001, 0.003, 0.030], [-0.011, 0.043, -0.009], [0.043, 0.017, -0.011], [-0.017, 0.044, -0.052], [-0.005, -0.053, -0.091], [0.008, 0.003, -0.019], [-0.004, -0.024, -0.032], [-0.115, -0.004, -0.102], [-0.005, 0.020, 0.002], [0.033, -0.033, 0.014], [-0.016, -0.001, 0.005], [0.059, 0.002, -0.012], [0.012, -0.020, 0.019], [-0.099, 0.065, 0.047], [-0.098, 0.434, 0.058], [-0.012, 0.008, 0.002], [-0.170, 0.124, -0.071], [0.045, 0.001, -0.013], [0.018, 0.025, -0.001], [-0.019, 0.021, -0.023], [0.029, -0.005, 0.029], [0.003, -0.038, -0.014], [0.016, -0.006, -0.010], [0.015, 0.016, -0.001], [0.009, 0.005, 0.038], [-0.074, 0.046, -0.050], [0.009, -0.004, -0.013], [-0.014, -0.009, -0.016], [-0.027, -0.007, 0.014], [-0.023, 0.032, 0.005], [-0.006, -0.003, 0.010], [0.183, -0.439, -0.078]], "fmax_ha_per_bohr": 0.009, "e_above_lowest_kcal_mol": 6.48, "total_energy_ha": -1602.13876, "charge": 0, "orbital_gap_ev": 9.4, "smiles": "CCN1CCC[C@@H](ONC(=O)[C@H](CNC(=O)Cc2cnns2)C(C)(C)C)C1", "mol_weight_da": 397.55}

Entry 2:
{"formula": "C35H58F6N4O12P", "method": "ωB97M-V/def2-TZVPD", "elements": ["H", "H", "C", "H", "C", "C", "C", "H", "H", "F", "C", "O", "H", "H", "O", "H", "O", "C", "H", "C", "H", "H", "O", "C", "C", "C", "H", "C", "H", "H", "C", "N", "O", "H", "H", "N", "H", "H", "H", "H", "O", "C", "C", "H", "F", "H", "H", "H", "C", "O", "C", "F", "O", "H", "C", "N", "C", "H", "H", "H", "H", "H", "H", "O", "H", "C", "F", "C", "C", "H", "N", "H", "H", "H", "H", "H", "H", "H", "H", "H", "C", "H", "H", "C", "O", "O", "C", "H", "C", "H", "C", "H", "H", "H", "H", "H", "C", "H", "O", "C", "C", "H", "H", "H", "F", "C", "C", "C", "H", "C", "P", "F", "H", "H", "C", "C"], "xyz": [[-6.07594, -0.46483, 0.18316], [-1.29755, -1.99941, 0.13404], [-5.39500, -0.73414, -2.35703], [-10.05780, 3.85130, -6.59880], [2.69657, 1.33757, -1.31435], [1.30453, 1.10297, -0.79160], [1.86601, -1.78641, -2.23685], [5.53270, 0.36721, 0.16172], [-4.43761, -0.25597, -2.13197], [-11.09591, 1.68578, -1.53904], [-9.29693, 3.56761, -4.61657], [-0.09171, 2.09125, 3.37038], [-6.16482, 0.03879, -2.33898], [2.25005, 6.18558, 4.61330], [-2.48425, 1.75686, 2.48964], [-4.42517, -2.48104, 1.70051], [3.72444, 5.50799, 2.21603], [-9.42943, 1.67230, -3.23366], [-1.86914, -2.82677, -1.31337], [6.16427, 1.24361, 0.00000], [1.89995, -2.43372, -3.11469], [1.35278, 5.96645, 0.94578], [4.63696, -2.62945, 5.67898], [-1.26096, 0.75835, 0.13394], [1.42448, 5.05488, 1.54435], [-9.88952, 1.20243, -1.83909], [2.45651, 4.34144, 3.26913], [5.90444, -4.62459, 4.33783], [2.65469, 2.43578, -3.19662], [1.97398, 3.32553, -1.83559], [-3.42401, -2.45221, 1.27268], [4.89956, -5.05135, 0.89850], [2.67808, 2.24751, 1.69019], [0.99088, -3.53911, -1.32984], [-5.35440, -1.10956, -3.38136], [5.65111, -4.08396, -1.06046], [4.87001, 2.68214, -3.79985], [-2.37960, 0.80364, 2.61675], [0.42859, 4.85684, 1.93799], [-2.78987, -1.87163, 1.95072], [7.71840, 1.20551, -1.79761], [1.85210, 2.74566, 0.98170], [-5.71093, -1.88450, -1.39374], [3.37905, 1.39447, -0.47047], [2.29461, -3.06100, 6.91890], [6.24731, -3.40343, -0.60784], [-3.80227, -0.84883, -0.11370], [-3.96013, -2.94015, -1.98223], [0.45794, 0.18198, -1.40825], [-8.89967, 0.95280, -4.02735], [4.11556, -3.69667, 5.55045], [1.83546, -3.97346, 5.01119], [1.84396, 4.03191, 0.60243], [5.93930, -5.38363, 3.56075], [6.58339, 1.31662, -1.44311], [3.30448, -4.34076, -0.75435], [2.78432, 2.65800, -2.13537], [-3.05284, -3.48079, 1.26549], [-6.41536, -2.10333, 0.68154], [4.00392, 4.42190, -2.25768], [2.87603, -1.39350, -2.12175], [1.32283, -0.00719, -3.31385], [2.44503, -3.24088, 0.84170], [4.58976, -4.76089, 4.93210], [2.76128, -5.10914, -0.37192], [-6.49198, -1.42003, -0.16509], [2.59980, -5.18288, 6.64088], [4.63021, -4.53014, -0.22262], [2.73121, -3.09015, -0.20656], [-10.40976, 2.25708, -5.92123], [-0.79406, 0.06371, -0.91260], [5.59811, 2.11751, 0.32000], [6.12458, 3.40476, -2.80467], [5.28505, -3.69882, -1.92042], [-6.34610, -2.58544, -1.94315], [-9.20893, 4.62822, -4.39403], [4.38949, 3.39062, -0.87509], [3.00164, 0.52956, -1.96839], [-0.03037, -1.11956, -3.01639], [7.06225, 1.16229, 0.60619], [7.00111, -4.83091, 5.35681], [0.82507, 6.44870, 3.62762], [6.97821, -4.05737, 6.12394], [-2.01132, -1.94388, -0.69077], [5.57176, 1.43644, -2.37722], [-1.66851, -0.79178, -1.52320], [-0.46061, 1.65381, 0.79218], [4.05233, -5.30532, 1.40066], [-4.43694, -2.67524, -1.03583], [2.35845, 7.33217, 3.28995], [-10.33237, 3.31859, -5.68926], [7.97148, -4.80007, 4.86338], [3.70053, 5.73760, 1.28256], [0.30311, 1.21704, 3.25453], [5.97734, -3.65124, 3.85525], [0.83752, -2.11690, -0.32046], [2.40619, 5.26247, 2.67831], [-2.29218, 0.59505, 0.40803], [-9.68626, 2.96026, -3.36289], [4.11848, 3.38535, -1.93085], [0.84679, 1.82876, 0.31214], [-7.53725, -1.21077, -0.38882], [-4.75233, -3.57325, -0.50106], [-11.31158, 3.66702, -5.36152], [-9.94727, -0.12478, -1.76505], [5.23130, 2.77681, -2.77429], [1.91368, 6.38695, 3.59616], [-3.44074, -1.87879, -0.15037], [6.88789, -5.79710, 5.84852], [1.51324, -2.63331, -1.00761], [-1.12673, 2.61034, 2.23562], [-9.03216, 1.62239, -0.89295], [3.51992, -2.33399, -0.20252], [-8.31527, 3.19597, -4.90720], [0.85494, -0.66801, -2.58079], [2.68661, -3.99005, 6.05732]], "forces_ev_per_a": [[-0.035, -0.051, 0.071], [0.065, 0.114, -0.096], [-0.160, -0.072, -0.094], [0.012, 0.018, 0.001], [-0.227, 0.312, -0.540], [0.170, 0.081, 0.125], [-0.146, -0.270, -0.045], [-0.001, 0.012, -0.036], [-0.018, 0.034, 0.034], [0.004, 0.026, -0.047], [0.078, 0.222, -0.284], [0.201, 0.051, -0.113], [-0.033, -0.044, 0.042], [0.021, 0.096, -0.032], [-0.071, -0.044, -0.135], [0.006, 0.041, -0.045], [-0.071, -0.058, -0.045], [0.036, 0.142, -0.045], [0.050, 0.084, -0.108], [0.029, -0.080, 0.038], [0.112, 0.048, 0.010], [0.054, -0.112, -0.097], [0.007, 0.094, 0.030], [-0.021, 0.255, 0.091], [0.357, 0.679, 0.224], [-0.269, -0.145, 0.386], [0.003, -0.004, -0.120], [0.384, -0.066, -0.277], [-0.105, 0.043, -0.001], [0.009, -0.018, -0.054], [-0.086, 0.018, 0.034], [0.086, -0.126, 0.154], [-0.183, 0.106, 0.217], [-0.143, 0.090, 0.068], [0.153, 0.067, 0.009], [-0.616, 0.719, 0.034], [0.099, 0.010, -0.019], [-0.043, 0.019, 0.174], [0.003, -0.252, -0.067], [0.027, -0.001, -0.034], [-0.155, 0.112, -0.009], [0.520, -0.226, 0.233], [-0.145, -0.261, -0.154], [0.066, -0.163, -0.037], [-0.031, 0.017, 0.014], [0.373, -0.401, 0.042], [0.279, 0.106, -0.015], [0.021, -0.256, 0.073], [-0.197, -0.125, -0.140], [0.065, -0.135, 0.037], [0.007, -0.080, -0.111], [-0.030, -0.007, -0.037], [-0.763, -0.188, -0.217], [-0.106, -0.027, 0.026], [0.392, -0.065, -0.149], [0.211, -0.065, 0.287], [0.084, 0.036, 0.493], [0.036, 0.043, 0.007], [-0.231, -0.188, -0.139], [0.041, 0.025, 0.067], [-0.068, 0.119, 0.029], [-0.177, -0.036, -0.094], [0.032, 0.044, 0.001], [-0.057, -0.006, 0.025], [-0.171, -0.006, -0.265], [0.497, 0.665, 0.185], [-0.038, -0.021, 0.015], [0.140, 0.034, -0.114], [-0.043, -0.251, 0.038], [0.055, 0.005, -0.026], [0.072, -0.127, 0.071], [-0.017, 0.033, -0.082], [0.036, -0.073, 0.137], [0.017, -0.083, -0.025], [-0.008, -0.025, 0.065], [-0.053, -0.019, 0.106], [-0.034, 0.146, 0.048], [0.182, -0.067, 0.267], [-0.023, 0.150, -0.082], [-0.055, -0.043, 0.041], [-0.189, 0.026, 0.230], [-0.006, 0.104, -0.075], [0.026, 0.041, -0.045], [-0.157, 0.065, 0.451], [-0.282, 0.095, 0.372], [0.001, -0.065, -0.274], [0.399, -0.009, 0.046], [-0.001, 0.056, 0.036], [-0.315, 0.701, 0.017], [-0.210, 0.065, -0.113], [-0.106, -0.150, 0.102], [-0.002, -0.009, -0.028], [0.047, 0.070, -0.013], [0.035, 0.003, 0.120], [-0.074, 0.052, 0.083], [0.076, 0.179, -0.062], [-0.082, -0.224, 0.322], [-0.026, -0.093, -0.160], [0.022, 0.002, 0.061], [-0.011, -0.177, -0.461], [-0.161, 0.018, -0.477], [-0.004, -0.170, -0.047], [0.221, -0.169, -0.159], [0.018, 0.065, -0.021], [0.101, -0.014, -0.175], [-0.047, -0.015, -0.151], [0.268, -0.236, 0.138], [-0.263, -0.641, 0.075], [0.044, -0.035, -0.059], [0.128, -0.237, -0.003], [-0.306, 0.073, 0.223], [0.113, 0.077, -0.129], [-0.069, 0.083, -0.093], [-0.025, -0.113, 0.051], [0.320, -0.071, 0.157], [0.056, 0.025, 0.046]], "fmax_ha_per_bohr": 0.018, "total_energy_ha": -3430.68751, "charge": 1, "orbital_gap_ev": 7.5, "mol_weight_da": 871.83}